{
  "formula": "C2H4BrN",
  "method": "ωB97M-V with the def2-TZVPD basis set",
  "molar_mass_da": 121.96,
  "charge": 0,
  "total_energy_ha": -2707.26830,
  "symbols": ["C", "C", "N", "Br", "H", "H", "H", "H"],
  "coordinates": [[0.2667, -0.8309, -0.9733], [-0.1719, 0.7711, 1.0544], [-0.7046, -0.2736, -0.4653], [0.1240, -1.5935, -2.7206], [1.2763, -0.5979, -0.6198], [-1.1889, 0.5914, 1.6138], [-0.2773, 1.7839, 0.8651], [0.6757, 0.1497, 1.2458]]
}

=====

{
  "formula": "C3H7NO2",
  "method": "ωB97M-V with the def2-TZVPD basis set",
  "molar_mass_da": 89.09,
  "charge": 0,
  "total_energy_ha": -323.49003,
  "smiles": "C=C=NOO.C",
  "symbols": ["C", "C", "N", "O", "O", "H", "H", "H", "C", "H", "H", "H", "H"],
  "coordinates": [[-0.1305, 1.8959, -0.3338], [-0.5795, 0.7112, -0.5405], [-0.9988, -0.3983, -0.6887], [-1.9710, -1.1281, -0.6290], [-3.2420, -0.2428, -0.2538], [-0.1094, 2.6477, -1.1195], [0.5818, 2.0561, 0.4134], [-3.8389, -1.0167, -0.4889], [2.0685, -0.8538, 0.6830], [2.2916, -0.2031, 1.5569], [0.9953, -1.1407, 0.8530], [2.2588, -0.5687, -0.3062], [2.6740, -1.7587, 0.8539]]
}

=====

{
  "formula": "C6H12ClCrO6",
  "method": "ωB97M-V with the def2-TZVPD basis set",
  "multiplicity": 6,
  "molar_mass_da": 267.61,
  "charge": 2,
  "total_energy_ha": -2191.17359,
  "symbols": ["Cr", "Cl", "C", "O", "C", "O", "O", "C", "H", "H", "H", "H", "H", "H", "C", "O", "C", "O", "O", "C", "H", "H", "H", "H", "H", "H"],
  "coordinates": [[8.8990, -9.6490, -8.6585], [8.1128, -9.5522, -11.3042], [4.9534, -8.0550, -9.3050], [4.6655, -8.8380, -8.1158], [5.6660, -9.3919, -7.4092], [6.8604, -9.3922, -7.8383], [5.0660, -10.0223, -6.4341], [5.8655, -10.9920, -5.7518], [5.5207, -7.1760, -8.9990], [4.0536, -7.6997, -9.8072], [5.6129, -8.4676, -10.0686], [5.6503, -11.9591, -6.2062], [5.5780, -11.0005, -4.7005], [6.9384, -10.8013, -5.7277], [10.4722, -4.4807, -8.0622], [10.0120, -5.7943, -8.0033], [9.2165, -6.3992, -8.9839], [8.8046, -7.5375, -8.8567], [8.9297, -5.6215, -10.0201], [8.0747, -6.0163, -11.1156], [9.6645, -3.7569, -8.1713], [11.1405, -4.4067, -8.9202], [11.0594, -4.1928, -7.1902], [8.5920, -6.8356, -11.6148], [7.8202, -5.2820, -11.8799], [7.0775, -6.3818, -10.8703]]
}

=====

{
  "formula": "C14H34Cl16O3",
  "method": "ωB97M-V with the def2-TZVPD basis set",
  "molar_mass_da": 817.67,
  "charge": 0,
  "total_energy_ha": -8142.55903,
  "smiles": "ClCCl.ClCCl.ClCCl.ClCCl.ClCCl.ClCCl.ClCCl.ClCCl.CCO.CCO.CCO",
  "symbols": ["Cl", "C", "Cl", "H", "H", "Cl", "C", "Cl", "H", "H", "Cl", "C", "Cl", "H", "H", "Cl", "C", "Cl", "H", "H", "Cl", "C", "Cl", "H", "H", "Cl", "C", "Cl", "H", "H", "Cl", "C", "Cl", "H", "H", "Cl", "C", "Cl", "H", "H", "C", "C", "O", "H", "H", "H", "H", "H", "H", "C", "C", "O", "H", "H", "H", "H", "H", "H", "C", "C", "O", "H", "H", "H", "H", "H", "H"],
  "coordinates": [[1.9295, -0.6489, 3.1716], [3.4686, -0.1165, 3.9087], [4.3433, -1.5808, 4.4372], [4.0467, 0.3875, 3.1514], [3.2423, 0.5350, 4.7459], [0.6625, 2.9181, 4.4299], [-0.2966, 2.1357, 3.1047], [-1.9789, 2.1653, 3.5806], [-0.1705, 2.7587, 2.2516], [-0.0348, 1.0720, 3.0044], [-4.6912, 3.0274, 0.5465], [-3.0955, 2.4675, 0.0030], [-2.4759, 3.6110, -1.2844], [-2.3861, 2.5126, 0.8033], [-3.1462, 1.4393, -0.4016], [2.1467, -4.2566, 0.2581], [1.4741, -3.8944, -1.3272], [0.2184, -5.0664, -1.7296], [1.0045, -2.9362, -1.2363], [2.2459, -3.8564, -2.0807], [-5.4200, -0.6695, -0.0141], [-3.8322, -1.5880, 0.0597], [-4.0779, -3.2303, 0.5020], [-3.4221, -1.4831, -0.9448], [-3.2124, -1.0473, 0.8032], [0.6898, 3.6292, -0.0413], [1.8514, 2.4195, 0.5295], [3.5634, 2.9127, 0.1293], [1.7736, 2.2642, 1.6189], [1.7455, 1.4629, 0.0698], [3.7603, -0.4694, -1.7604], [3.9991, -1.0714, -0.1230], [5.5050, -0.4263, 0.6522], [3.1728, -0.7955, 0.5372], [4.0741, -2.1671, -0.2016], [-3.7416, -0.2949, -3.8938], [-2.0645, -0.6926, -4.2663], [-1.4779, -2.1215, -3.3686], [-2.1053, -0.9144, -5.3275], [-1.4126, 0.1081, -4.0489], [-0.6229, 0.2237, -1.3280], [-0.4193, -0.7587, -0.1837], [-0.8050, -0.1686, 1.0187], [0.0286, 0.0952, -2.2054], [-0.5027, 1.2333, -0.9342], [-1.6784, 0.2522, -1.6599], [0.5892, -1.1827, -0.2017], [-1.1405, -1.6046, -0.3139], [-0.8888, -0.8024, 1.7996], [0.7711, 3.8251, -3.9291], [2.1905, 3.5656, -3.4628], [2.2779, 2.2265, -3.0412], [0.6849, 4.8573, -4.2124], [0.1352, 3.5586, -3.0986], [0.5048, 3.1848, -4.7706], [2.4333, 4.2962, -2.6712], [2.9685, 3.7957, -4.2404], [3.0577, 2.1686, -2.5029], [-1.4758, -3.8364, 2.2854], [-2.0573, -2.7954, 3.1926], [-1.2440, -1.6495, 3.1400], [-1.1810, -3.3615, 1.3320], [-2.1730, -4.6486, 2.0859], [-0.5374, -4.1302, 2.7654], [-2.0942, -3.1274, 4.2250], [-3.0914, -2.6758, 2.8680], [-1.6052, -1.0400, 3.7943]]
}

=====

{
  "formula": "C20H18BF8N5O4S2Sn",
  "method": "ωB97M-V with the def2-TZVPD basis set",
  "molar_mass_da": 738.04,
  "charge": 0,
  "total_energy_ha": -3182.21124,
  "symbols": ["Sn", "C", "N", "C", "C", "C", "C", "C", "C", "N", "C", "C", "C", "C", "C", "C", "N", "C", "C", "C", "C", "C", "N", "H", "H", "H", "H", "H", "H", "H", "H", "H", "H", "H", "H", "H", "H", "H", "H", "H", "H", "F", "B", "F", "F", "C", "F", "F", "S", "O", "O", "N", "S", "O", "O", "C", "F", "F", "F"],
  "coordinates": [[-0.9664, 0.1332, -0.3011], [1.8960, -0.8966, 1.3196], [1.7600, -0.0285, 0.1643], [2.5251, -0.5454, -0.9581], [1.9785, -1.8458, -1.4931], [2.7915, -2.7379, -2.1847], [2.2231, -3.8918, -2.7019], [0.8648, -4.1129, -2.5289], [0.1355, -3.1758, -1.8086], [0.6858, -2.0815, -1.3046], [2.1334, 1.3362, 0.4706], [1.6806, 2.2960, -0.5889], [2.3144, 3.5163, -0.7838], [1.8410, 4.3711, -1.7649], [0.7506, 3.9733, -2.5241], [0.1682, 2.7502, -2.2448], [0.6237, 1.9358, -1.3035], [0.9023, -0.5708, 2.3960], [1.2131, -0.7564, 3.7384], [0.2699, -0.4400, 4.7016], [-0.9607, 0.0430, 4.2869], [-1.1947, 0.1934, 2.9328], [-0.2816, -0.1021, 2.0176], [2.9187, -0.8664, 1.7327], [1.6870, -1.9158, 0.9846], [3.5870, -0.6732, -0.6886], [2.4722, 0.2012, -1.7547], [3.8458, -2.5384, -2.3136], [2.8412, -4.5996, -3.2343], [0.3871, -4.9951, -2.9253], [-0.9281, -3.2885, -1.6300], [3.2194, 1.4392, 0.6255], [1.6302, 1.6209, 1.3969], [3.1541, 3.8007, -0.1679], [2.3161, 5.3271, -1.9314], [0.3552, 4.6056, -3.3020], [-0.7049, 2.3913, -2.7748], [2.1793, -1.1482, 4.0214], [0.5023, -0.5559, 5.7500], [-1.7257, 0.3044, 4.9969], [-2.1367, 0.5525, 2.5487], [-1.7120, 3.5908, -0.1439], [-2.0255, 2.3963, 0.3853], [-3.0702, 2.5694, 1.1886], [-5.8894, 0.0360, -1.0952], [-5.5200, -0.9458, -0.2645], [-5.9196, -0.6016, 0.9458], [-6.1558, -2.0487, -0.6558], [-3.6674, -1.1350, -0.4173], [-3.1051, -0.7032, 0.8357], [-3.3145, -0.2857, -1.5199], [-3.3377, -2.6230, -0.7530], [-3.8487, -3.5760, 0.4113], [-4.6097, -2.8537, 1.3789], [-4.3302, -4.8269, -0.0612], [-2.2311, -4.0328, 1.2817], [-2.4444, -4.6232, 2.4561], [-1.4967, -4.8696, 0.5415], [-1.4616, -2.9611, 1.5120]]
}

=====

{
  "formula": "C3H4S",
  "method": "ωB97M-V with the def2-TZVPD basis set",
  "molar_mass_da": 72.13,
  "charge": 0,
  "total_energy_ha": -514.75253,
  "smiles": "C#C.C=S",
  "symbols": ["C", "C", "H", "H", "C", "S", "H", "H"],
  "coordinates": [[-1.4758, -0.3399, 0.0357], [-1.2784, -0.8080, -1.0446], [-1.6627, 0.0199, 1.0041], [-1.0621, -1.3313, -2.0587], [1.2584, 0.7027, 0.5468], [1.9862, -0.2049, -0.5652], [1.1803, 1.7973, 0.5176], [1.0541, 0.1642, 1.5644]]
}

=====

{
  "formula": "C5H11OPS2",
  "method": "ωB97M-V with the def2-TZVPD basis set",
  "molar_mass_da": 182.25,
  "charge": 0,
  "total_energy_ha": -1410.07523,
  "smiles": "CC(C)[P@]1(=S)OCCS1",
  "symbols": ["C", "C", "C", "P", "S", "O", "C", "C", "S", "H", "H", "H", "H", "H", "H", "H", "H", "H", "H", "H"],
  "coordinates": [[1.3328, -0.6164, 1.9038], [0.5323, 0.3852, 1.1187], [-0.2933, 1.3284, 1.9562], [-0.7575, -0.6899, 0.0484], [-2.0701, -1.9470, 0.7566], [0.1640, -1.3121, -1.1914], [0.3829, -0.4799, -2.3780], [-0.9745, 0.1242, -2.6478], [-1.7338, 0.7851, -1.1554], [0.4880, -0.9619, 2.6500], [1.5375, -1.3719, 1.0573], [2.2350, -0.2082, 2.4036], [1.1898, 1.0747, 0.4740], [-1.2136, 0.7321, 2.0818], [-0.4902, 2.2624, 1.3929], [0.2418, 1.4854, 2.9546], [0.8719, -1.1544, -3.0131], [1.1256, 0.1337, -1.9008], [-0.8878, 1.0190, -3.4271], [-1.6808, -0.5885, -3.0843]]
}

=====

{
  "formula": "H4O5PS",
  "method": "ωB97M-V with the def2-TZVPD basis set",
  "molar_mass_da": 147.07,
  "charge": -1,
  "total_energy_ha": -1118.19468,
  "symbols": ["O", "O", "O", "O", "O", "P", "S", "H", "H", "H", "H"],
  "coordinates": [[-1.7426, 3.5997, 0.2452], [-1.4443, 1.9064, -1.4382], [-0.2463, -0.7307, -1.5308], [0.3220, -0.3954, 0.9869], [-0.9654, -2.3116, 0.3103], [-0.9540, -0.6821, 0.0438], [-1.3267, 2.2534, -0.0505], [-0.7185, -0.0530, -2.0913], [0.7090, 0.4476, 0.7949], [-0.1363, -2.5008, 0.6766], [1.0935, 2.1943, 0.5007]]
}